C5H6BiO3 | ωB97M-V with the def2-TZVPD basis set

As for the charge: +2. For the energy, the calculation gives -17239.5962 eV. The value obtained for the LUMO energy (spin up / spin down) is -12.503 / -12.781 eV. The HOMO-LUMO gap (spin up / spin down) comes out at 3.02 / 3.42 eV. The energy relative to the best compared isomer or geometry (same formula, charge and spin) is 3.0572 eV. The spin multiplicity is 2.

Each line ends with the natural charge from an NBO analysis.
Atoms and positions in Å:
O (-0.2756, 2.5462, -1.9013)  -0.2623
C (-0.9150, 2.3976, -0.9274)  1.0808
O (-1.9626, 2.6362, -0.3336)  -0.7334
O (-0.2392, 1.3284, 0.6517)  -0.8875
C (0.9232, 0.5327, 0.6912)  -0.0822
C (0.6024, -0.9389, 0.4403)  -0.4475
C (1.8460, -1.7966, 0.5299)  -0.3557
C (2.3464, -2.5045, -0.4585)  0.1158
Bi (-1.9517, 1.7739, 1.5228)  2.2074
H (1.4065, 0.6561, 1.6738)  0.2242
H (1.6154, 0.9015, -0.0822)  0.2459
H (0.1284, -1.0451, -0.5455)  0.2345
H (-0.1230, -1.2734, 1.2002)  0.2145
H (2.3524, -1.8007, 1.5053)  0.2449
H (2.0975, -2.7177, -1.4992)  0.2006

C58H74BrHgN5S3SbSi3 | ωB97M-V with the def2-TZVPD basis set

As for the charge: -2. For the energy, the calculation gives -205684.4785 eV. The value obtained for the LUMO energy (spin up / spin down) is 4.021 / 4.006 eV. The HOMO-LUMO gap (spin up / spin down) comes out at 4.80 / 4.76 eV. The energy relative to the best compared isomer or geometry (same formula, charge and spin) is 2.9985 eV. The spin multiplicity is 2.

Each line ends with the Löwdin spin population.
Atoms and positions in Å:
Hg (0.2601, -0.2587, 0.3052)  0.0003
N (1.9246, 0.7219, 1.8367)  0.0001
S (3.2376, 0.2192, 2.2112)  0.0000
N (4.5945, 0.8424, 1.6313)  0.0000
S (4.8179, 0.7138, 0.0057)  0.0000
N (3.5669, 0.2005, -0.8314)  0.0000
S (2.5363, 1.4619, -1.4784)  -0.0001
N (1.0946, 1.3606, -1.0790)  -0.0005
C (3.7821, 4.5425, -0.8887)  0.0000
C (3.0907, 4.5587, 0.3193)  0.0000
C (1.8876, 5.2385, 0.4342)  0.0000
C (1.3620, 5.9170, -0.6567)  0.0000
C (2.0176, 5.8608, -1.8793)  0.0000
C (3.2163, 5.1729, -1.9940)  0.0000
C (2.6989, 0.7831, -3.2144)  0.0001
C (3.8719, 0.2865, -3.7713)  0.0000
C (3.9201, -0.0445, -5.1223)  0.0000
C (2.7975, 0.1283, -5.9257)  0.0000
C (1.6212, 0.6158, -5.3660)  0.0000
C (1.5784, 0.9400, -4.0153)  0.0001
C (5.1376, 3.9401, -0.9936)  0.0000
C (5.5367, 3.2551, -2.1411)  0.0000
C (6.8260, 2.7620, -2.2589)  0.0000
C (7.7382, 2.9283, -1.2250)  0.0000
C (7.3469, 3.5952, -0.0726)  0.0000
C (6.0588, 4.1020, 0.0364)  0.0000
C (5.8360, -0.7768, -0.0806)  0.0000
C (6.9544, -0.8544, 0.7429)  0.0000
C (7.7649, -1.9774, 0.6969)  0.0000
C (7.4553, -3.0239, -0.1682)  0.0000
C (6.3376, -2.9375, -0.9848)  0.0000
C (5.5235, -1.8088, -0.9468)  0.0000
C (3.5544, 0.4378, 3.9798)  0.0000
C (2.6295, -0.1612, 4.8268)  0.0000
C (2.6629, 0.1160, 6.1832)  0.0000
C (3.6007, 1.0121, 6.6894)  0.0000
C (4.5046, 1.6253, 5.8333)  0.0000
C (4.4850, 1.3383, 4.4712)  0.0000
C (3.5224, -1.5797, 2.0784)  0.0000
C (4.4674, -2.2167, 2.8786)  0.0000
C (4.6893, -3.5789, 2.7385)  0.0000
C (3.9770, -4.3061, 1.7923)  0.0000
C (3.0558, -3.6621, 0.9793)  0.0002
C (2.8334, -2.2980, 1.1149)  0.0003
H (3.4698, 3.9893, 1.1608)  0.0000
H (1.3553, 5.2223, 1.3770)  0.0000
H (0.4371, 6.4732, -0.5590)  0.0000
H (1.5944, 6.3518, -2.7483)  0.0000
H (3.7346, 5.1469, -2.9452)  0.0000
H (4.7395, 0.1478, -3.1353)  0.0000
H (4.8317, -0.4503, -5.5488)  0.0000
H (2.8380, -0.1217, -6.9799)  0.0000
H (0.7367, 0.7345, -5.9841)  0.0000
H (0.6738, 1.2891, -3.5276)  0.0000
H (4.8149, 3.0594, -2.9254)  0.0000
H (7.1099, 2.2180, -3.1522)  0.0000
H (8.7418, 2.5299, -1.3123)  0.0000
H (8.0463, 3.7246, 0.7448)  0.0000
H (5.7604, 4.6300, 0.9341)  0.0000
H (7.1627, -0.0397, 1.4264)  0.0000
H (8.6317, -2.0463, 1.3439)  0.0000
H (8.0782, -3.9105, -0.1921)  0.0000
H (6.0847, -3.7580, -1.6460)  0.0000
H (4.6300, -1.7204, -1.5528)  0.0000
H (1.8720, -0.8157, 4.4076)  0.0000
H (1.9430, -0.3507, 6.8454)  0.0000
H (3.6163, 1.2386, 7.7491)  0.0000
H (5.2246, 2.3350, 6.2244)  0.0000
H (5.1778, 1.7970, 3.7784)  0.0000
H (5.0319, -1.6462, 3.6054)  0.0000
H (5.4241, -4.0725, 3.3640)  0.0000
H (4.1463, -5.3714, 1.6863)  0.0000
H (2.5093, -4.2152, 0.2251)  0.0001
H (2.1414, -1.7959, 0.4517)  0.0004
C (-1.3935, 2.9656, -4.3000)  0.0000
C (-1.5656, 2.8910, -2.8072)  0.0001
C (-1.4346, 4.0078, -1.9910)  0.0000
C (-1.6314, 3.8887, -0.6323)  0.0001
C (-1.9666, 2.6351, -0.1392)  0.0002
Br (-2.3259, 2.4771, 1.7237)  0.0004
N (-2.0936, 1.5578, -0.8724)  0.0038
C (-1.8743, 1.6966, -2.1816)  0.0028
H (-2.2384, 3.4795, -4.7670)  0.0000
H (-1.3292, 1.9669, -4.7335)  0.0000
H (-0.4821, 3.5068, -4.5611)  0.0000
H (-1.1709, 4.9695, -2.4197)  0.0000
H (-1.5243, 4.7269, 0.0394)  0.0000
H (-1.9773, 0.7914, -2.7767)  0.0022
C (-3.6575, -0.9352, 4.3486)  0.0000
C (-2.2653, -1.5810, 4.3083)  0.0001
C (-2.4026, -3.1045, 4.4321)  0.0000
C (-1.4362, -1.0569, 5.4929)  0.0000
C (-1.5836, -1.2255, 3.0512)  0.0004
C (-0.9277, -0.9046, 2.0744)  -0.0007
H (-4.1539, -1.1557, 5.3002)  0.0000
H (-4.2828, -1.3077, 3.5353)  0.0000
H (-3.5760, 0.1474, 4.2362)  0.0000
H (-2.8901, -3.3712, 5.3768)  0.0000
H (-1.4180, -3.5743, 4.3994)  0.0000
H (-2.9947, -3.5049, 3.6092)  0.0000
H (-1.9767, -1.1982, 6.4357)  0.0000
H (-1.2184, 0.0039, 5.3631)  0.0000
H (-0.4851, -1.5906, 5.5534)  0.0000
C (-1.8985, -1.4675, -5.0068)  0.0003
Si (-2.3517, -2.8754, -3.8335)  -0.0001
C (-3.9878, -3.5706, -4.4821)  0.0042
C (-1.0450, -4.1974, -4.0898)  -0.0004
Sb (-2.3796, -1.8334, -1.5099)  0.1500
Si (-2.9362, -3.9399, -0.1937)  0.0051
C (-4.2787, -3.4201, 1.0203)  0.0018
C (-1.4805, -4.5590, 0.7973)  -0.0002
C (-3.6867, -5.3598, -1.1809)  0.0027
Si (-5.3646, -0.4290, -1.5985)  0.4392
C (-5.4365, 0.0041, 0.2279)  0.0524
C (-7.0682, -1.1532, -2.0383)  0.1026
C (-5.3022, 1.2145, -2.5266)  0.0672
H (-1.7405, -1.8427, -6.0236)  0.0000
H (-0.9792, -0.9680, -4.6832)  0.0000
H (-2.6954, -0.7169, -5.0374)  0.0000
H (-3.9714, -3.6288, -5.5759)  0.0003
H (-4.8235, -2.9294, -4.1858)  0.0051
H (-4.1823, -4.5711, -4.0871)  0.0000
H (-0.9340, -4.4167, -5.1567)  -0.0002
H (-1.2968, -5.1252, -3.5684)  0.0001
H (-0.0834, -3.8498, -3.7043)  0.0002
H (-3.9290, -2.5486, 1.5813)  0.0002
H (-4.5351, -4.2168, 1.7270)  0.0000
H (-5.1855, -3.1290, 0.4814)  0.0022
H (-1.0461, -3.7189, 1.3504)  0.0000
H (-0.6982, -4.9842, 0.1627)  0.0001
H (-1.8064, -5.3198, 1.5139)  -0.0001
H (-4.5653, -5.0086, -1.7294)  0.0003
H (-4.0015, -6.1618, -0.5048)  0.0006
H (-2.9859, -5.7767, -1.9097)  0.0001
H (-5.7567, -0.8501, 0.8293)  0.0000
H (-6.1450, 0.8261, 0.3856)  0.0086
H (-4.4551, 0.3174, 0.5953)  0.0004
H (-7.2412, -2.1063, -1.5312)  0.0013
H (-7.1618, -1.3303, -3.1133)  0.0010
H (-7.8582, -0.4545, -1.7339)  0.0178
H (-4.4983, 1.8455, -2.1465)  -0.0002
H (-6.2539, 1.7401, -2.3814)  0.0111
H (-5.1425, 1.0834, -3.6004)  0.0020
C (-0.2319, -1.8253, -1.3177)  0.1017
H (0.0609, -2.8462, -1.0498)  0.0095
H (0.2050, -1.5669, -2.2863)  0.0026

H10O4S | ωB97M-V with the def2-TZVPD basis set

As for the charge: +1. For the energy, the calculation gives -19176.3319 eV. The value obtained for the LUMO energy (spin up / spin down) is -5.392 / -10.771 eV. The HOMO-LUMO gap (spin up / spin down) comes out at 7.49 / 2.11 eV. The energy relative to the best compared isomer or geometry (same formula, charge and spin) is 1.7950 eV. The spin multiplicity is 2.

Each line ends with the natural charge from an NBO analysis.
Atoms and positions in Å:
S (-1.2324, -1.6074, -4.7872)  0.6076
H (-0.7596, -2.8845, -4.5618)  0.1884
H (-2.3069, -2.1188, -5.5065)  0.1984
H (1.3578, -1.1820, 2.4971)  0.4825
H (1.2303, -2.5273, 1.7499)  0.4688
O (1.6288, -1.5754, 1.6634)  -0.9500
H (0.7261, -1.2353, -0.8187)  0.5258
H (-0.1379, -2.0692, -2.0758)  0.4638
O (0.1677, -1.2390, -1.5679)  -0.9852
H (0.6978, 1.5839, 0.4968)  0.4547
H (0.3573, 2.6299, 1.5092)  0.4811
O (1.0735, 2.2365, 1.0373)  -0.9399
H (-0.7403, 3.1326, 4.1852)  0.4821
H (-1.1956, 3.8320, 2.9174)  0.4736
O (-0.8667, 3.0237, 3.2616)  -0.9516

Copy entry 1 word for word.
C5H6BiO3 | ωB97M-V with the def2-TZVPD basis set

As for the charge: +2. For the energy, the calculation gives -17239.5962 eV. The value obtained for the LUMO energy (spin up / spin down) is -12.503 / -12.781 eV. The HOMO-LUMO gap (spin up / spin down) comes out at 3.02 / 3.42 eV. The energy relative to the best compared isomer or geometry (same formula, charge and spin) is 3.0572 eV. The spin multiplicity is 2.

Each line ends with the natural charge from an NBO analysis.
Atoms and positions in Å:
O (-0.2756, 2.5462, -1.9013)  -0.2623
C (-0.9150, 2.3976, -0.9274)  1.0808
O (-1.9626, 2.6362, -0.3336)  -0.7334
O (-0.2392, 1.3284, 0.6517)  -0.8875
C (0.9232, 0.5327, 0.6912)  -0.0822
C (0.6024, -0.9389, 0.4403)  -0.4475
C (1.8460, -1.7966, 0.5299)  -0.3557
C (2.3464, -2.5045, -0.4585)  0.1158
Bi (-1.9517, 1.7739, 1.5228)  2.2074
H (1.4065, 0.6561, 1.6738)  0.2242
H (1.6154, 0.9015, -0.0822)  0.2459
H (0.1284, -1.0451, -0.5455)  0.2345
H (-0.1230, -1.2734, 1.2002)  0.2145
H (2.3524, -1.8007, 1.5053)  0.2449
H (2.0975, -2.7177, -1.4992)  0.2006

The lowest charge belongs to which entry?
C58H74BrHgN5S3SbSi3